## 1
A molecular structure, C23H30ClN4O4PdS, computed with wB97M-V/def2-TZVPD.

```
64
Properties=species:S:1:pos:R:3:mulliken_charge:R:1
N 1.89 1.38 0.47 -0.27
C 1.39 -3.71 -2.11 -0.43
C -3.75 -1.28 -5.91 0.67
H -2.89 -2.31 4.70 0.22
C -3.65 1.27 -4.82 0.03
H -2.06 0.16 4.73 0.36
H -4.66 -2.80 -7.15 0.36
H -1.88 0.61 -3.78 0.41
H -3.86 -3.43 -5.70 0.32
C -1.63 -0.72 4.27 -0.60
Cl 3.06 4.68 -1.35 -0.18
H 0.76 -3.19 -0.12 0.32
C -4.71 -0.33 -6.24 -0.61
H 2.90 0.15 1.79 0.40
C -0.85 -0.28 3.01 -0.34
H -1.34 -2.11 2.34 0.51
H -3.71 2.34 0.13 0.39
N -0.56 -1.46 2.12 0.05
N -2.65 -1.72 3.92 -0.56
H 5.08 3.55 0.33 0.44
C 1.51 -1.90 -3.70 -0.64
H -5.25 2.11 -1.76 0.32
H -2.45 2.73 -2.32 0.28
H 4.98 1.49 1.76 0.40
H 1.98 -3.95 -4.17 0.40
H 0.31 -1.91 2.36 0.38
C 4.13 1.79 1.17 -0.71
C 1.94 2.49 -0.30 -0.22
H -1.46 0.39 2.42 0.12
C -3.80 -2.68 -6.49 -1.38
C 2.97 1.05 1.18 -0.28
C 1.66 -3.25 -3.40 -0.65
C 0.84 -1.50 -1.46 0.63
C -3.69 1.43 -0.47 -1.15
O -2.06 -0.25 0.15 -0.78
H 1.05 2.75 -0.85 0.63
H -1.99 -1.67 -4.74 0.50
H 1.51 -4.75 -1.87 0.41
H -0.56 -1.21 1.15 0.08
C 3.07 3.28 -0.36 0.03
H -5.50 -0.59 -6.94 0.33
O -4.81 3.53 -4.50 -0.73
C -2.68 0.34 -4.48 -0.37
H 1.71 -1.53 -4.70 0.42
N -3.43 2.74 -2.58 -0.33
S -3.56 2.92 -4.19 1.37
H -2.90 -2.88 -7.07 0.33
H -4.35 0.69 -0.02 0.36
C -2.27 0.89 -0.40 1.22
H 1.00 0.04 -2.95 0.52
H -5.42 1.69 -5.94 0.50
C 0.98 -2.82 -1.12 -0.39
C 1.10 -1.01 -2.71 -0.28
H -4.31 0.80 -2.43 0.32
O -2.31 3.50 -4.61 -0.70
O -1.31 1.59 -0.84 -0.77
C -4.24 1.73 -1.87 -0.33
Pd 0.30 0.04 -0.37 0.09
C -4.67 0.95 -5.70 -0.56
C -2.74 -0.93 -5.01 -0.64
H -0.94 -1.17 4.99 0.42
C 4.18 2.93 0.38 -0.18
H -3.50 -1.29 3.59 0.20
H 0.07 0.22 3.26 0.34
```

Summary:
- Charge: +1
- Lowest unoccupied orbital energy: -4.350 eV

## 2
A molecular structure, C23H30ClN4O4PdS, computed with wB97M-V/def2-TZVPD.

```
64
Properties=species:S:1:pos:R:3:mulliken_charge:R:1
H 2.12 1.64 -2.83 0.43
H 2.82 3.87 3.31 0.31
C 1.86 4.32 3.57 -1.40
H -0.63 -1.85 -3.03 0.22
H -4.68 0.20 -2.83 0.39
C -0.59 -4.63 0.38 0.11
C 0.29 5.06 1.74 -0.73
N -1.10 2.17 -1.93 0.05
H -1.44 -5.61 2.08 0.42
O 0.02 -0.03 -1.15 -0.46
C -0.42 2.42 1.22 0.11
H -0.45 -2.00 2.19 0.38
Cl 3.41 -5.50 2.07 -0.19
C -0.53 -5.31 1.58 -0.64
H -3.29 -1.88 -1.78 0.55
H 4.23 -0.41 1.93 0.46
N -3.79 0.51 -3.23 -0.05
H 0.89 1.91 2.81 0.48
C -0.61 4.79 0.72 -0.52
H 0.75 1.22 -3.83 0.21
O -3.02 2.19 -0.45 -0.71
N 0.50 -4.23 -0.29 -0.50
C 0.29 2.56 -2.19 -0.23
C 0.47 2.72 2.23 -0.78
Pd 0.32 -2.17 -0.70 0.02
H -0.69 1.40 1.00 0.33
H -4.00 1.04 -4.08 0.40
C 2.57 -1.23 0.84 -0.12
C 0.91 0.06 -2.08 0.83
C 2.53 -0.73 3.20 -0.55
O -2.36 4.32 -1.56 -0.76
H -1.54 -4.42 -0.10 0.38
C 0.85 4.03 2.50 0.81
C -0.95 3.47 0.46 -0.36
C 1.70 -4.52 0.24 -0.38
H 0.69 -1.17 4.22 0.40
O 1.56 -0.92 -2.45 -0.70
C 0.71 -5.57 2.14 -0.26
H -1.03 5.58 0.12 0.51
H -1.04 1.25 -1.46 -0.29
C 1.06 1.39 -2.79 -1.05
H -1.67 -3.12 -2.96 0.28
H 3.02 -0.37 4.09 0.48
H 0.80 -6.08 3.09 0.44
C 1.26 -1.66 0.93 0.48
C 1.21 -1.18 3.27 -0.88
H 0.56 6.09 1.96 0.34
C 3.20 -0.75 1.99 -0.83
S -1.98 3.11 -0.90 1.64
C -2.87 -0.64 -3.51 -0.70
H -3.36 1.18 -2.56 -0.05
H 0.78 2.88 -1.26 0.33
H 0.32 3.41 -2.88 0.33
H 2.57 -4.20 -0.32 0.43
H -3.37 -1.32 -4.20 0.40
H -2.00 -0.23 -4.01 0.36
C -2.45 -1.35 -2.23 -0.12
C 0.57 -1.64 2.13 -0.11
H 2.00 5.39 3.71 0.37
H -2.10 -0.61 -1.51 -0.06
C 1.84 -5.19 1.44 0.39
H 3.10 -1.26 -0.10 0.52
N -1.36 -2.29 -2.47 -0.53
H 1.55 3.89 4.53 0.35
```

Summary:
- Charge: +1
- Lowest unoccupied orbital energy: -2.891 eV

According to the calculations, the structures order from most to least stable as 2, 1.

## 1
2 unconnected molecules or ions with the total composition C3H12N2O, computed with wB97M-V/def2-TZVPD.

```
18
Properties=species:S:1:pos:R:3:mulliken_charge:R:1
H 1.15 -2.78 1.57 0.19
C 1.16 -0.93 0.56 -0.39
C -0.34 2.14 -0.43 -0.71
H -0.82 0.10 0.89 0.26
H 1.97 -0.68 1.21 0.30
H 1.54 1.27 -0.26 0.30
H -0.06 2.61 -1.30 0.37
C 0.25 0.27 1.06 -0.45
H 1.35 -1.04 -0.52 0.27
H -0.64 3.01 0.23 0.24
O -1.91 -0.48 -1.98 -0.51
H -2.70 -0.91 -1.78 0.28
N 0.69 -2.30 0.87 -0.54
H 0.22 0.29 2.26 0.18
H -1.25 1.45 -0.55 0.17
H -1.60 -0.47 -2.76 0.22
N 0.75 1.51 0.39 -0.38
H -0.33 -2.36 0.92 0.19
```

Summary:
- SMILES: CNCCN.O
- Charge: 0
- Lowest unoccupied orbital energy: 0.755 eV

## 2
2 unconnected molecules or ions with the total composition C3H12N2O, computed with wB97M-V/def2-TZVPD.

```
18
Properties=species:S:1:pos:R:3:mulliken_charge:R:1
N -0.10 -0.37 -1.22 -0.38
C -0.09 1.46 0.44 -0.41
H -1.14 1.17 0.37 0.29
H 0.01 -1.86 -2.68 0.32
H 0.04 2.44 -0.01 0.41
H 1.45 -0.83 -2.64 0.33
C 0.67 -1.30 -2.03 -0.96
H 0.13 0.64 2.28 0.26
H -1.72 -2.25 1.24 0.30
H -0.60 0.26 -1.83 0.18
H 1.19 -2.01 -1.37 0.32
H -1.08 -1.21 0.27 0.42
H 1.21 -0.26 0.38 0.38
H -0.13 2.25 2.33 0.23
N 0.37 1.52 1.83 -0.71
O -1.34 -1.36 1.21 -0.66
C 0.74 0.42 -0.32 -0.83
H 1.58 0.88 -0.86 0.49
```

Summary:
- SMILES: CNCCN.O
- Charge: 0
- Lowest unoccupied orbital energy: 0.983 eV

## 3
2 unconnected molecules or ions with the total composition C3H12N2O, computed with wB97M-V/def2-TZVPD.

```
18
Properties=species:S:1:pos:R:3:mulliken_charge:R:1
H -3.83 1.63 -0.24 0.24
N -1.27 0.84 -0.83 -0.48
C -2.33 0.27 -0.08 -0.48
H -3.92 0.46 -1.36 0.23
H -1.10 1.82 -0.67 0.21
H 3.78 -1.50 0.85 0.27
N -3.71 0.64 -0.38 -0.62
H -2.30 -0.83 -0.10 0.34
C 2.22 -0.26 -0.02 0.02
O 2.51 0.95 0.68 -0.52
H -1.28 0.65 -1.83 0.20
H -2.21 0.49 0.99 0.36
H 2.75 -0.20 -0.96 0.28
H 2.17 0.86 1.57 0.30
H 1.16 -0.34 -0.21 0.07
C 2.69 -1.50 0.73 -1.07
H 2.25 -1.57 1.72 0.34
H 2.42 -2.40 0.17 0.31
```

Summary:
- SMILES: CCO.NCN
- Charge: 0
- Lowest unoccupied orbital energy: 0.911 eV

## 4
A molecular structure, C3H12N2O, computed with wB97M-V/def2-TZVPD.

```
18
Properties=species:S:1:pos:R:3:mulliken_charge:R:1
H 2.18 -0.20 0.26 0.24
H 0.14 1.00 0.83 0.38
H -1.25 -1.99 1.43 0.29
H 0.69 2.28 -0.31 0.22
H -1.34 0.99 2.15 0.19
N 0.77 1.29 -0.09 -0.53
C -0.89 -0.45 -1.39 -1.07
H 2.67 0.97 -0.97 0.32
H -0.22 -2.43 0.16 0.23
C -1.52 -0.95 -0.24 0.37
H 2.72 1.40 0.76 0.32
H -2.42 -0.49 0.14 0.25
O -0.80 0.35 1.68 -0.95
H -1.52 0.10 -2.07 0.34
H -0.03 0.47 -0.86 0.31
N -1.11 -2.04 0.43 -0.42
C 2.16 0.86 -0.01 -0.82
H -0.22 -1.15 -1.90 0.32
```

Summary:
- Charge: 0
- Lowest unoccupied orbital energy: 1.039 eV

According to the calculations, the structures order from most to least stable as 2, 3, 4, 1.

## 1
2 unconnected molecules or ions with the total composition C3H12N2O, computed with wB97M-V/def2-TZVPD.

```
18
Properties=species:S:1:pos:R:3:mulliken_charge:R:1
H -2.17 -0.14 0.03 0.21
H 0.10 1.48 0.76 0.23
H -0.35 -1.01 -0.84 0.30
H -2.43 1.45 0.02 0.20
H 1.23 0.40 -2.08 0.32
C -0.43 0.98 -0.05 -0.58
C 1.56 -0.08 -1.16 -0.63
O -1.28 0.18 3.24 -0.69
H -1.97 -0.40 3.58 0.30
H 2.05 -1.61 -2.48 0.25
N 2.26 -1.31 -1.54 -0.55
H 2.24 0.58 -0.63 0.27
H 0.52 -0.83 0.61 0.32
H -1.50 0.34 2.29 0.45
N -1.82 0.74 0.39 -0.61
H -0.39 1.59 -0.93 0.45
C 0.30 -0.31 -0.32 -0.47
H 2.08 -2.06 -0.89 0.23
```

Summary:
- SMILES: NCCCN.O
- Charge: 0
- Lowest unoccupied orbital energy: 0.937 eV

## 2
2 unconnected molecules or ions with the total composition C3H12N2O, computed with wB97M-V/def2-TZVPD.

```
18
Properties=species:S:1:pos:R:3:mulliken_charge:R:1
O -0.87 -3.95 2.20 -0.64
H 1.34 -0.89 -0.39 0.30
H -0.03 3.02 1.17 0.29
N -0.26 1.02 0.49 -0.22
H 1.59 1.75 -0.16 0.37
H -1.50 2.68 0.28 0.24
H 0.31 1.77 -1.32 0.37
H 2.11 0.06 -1.64 0.30
H -1.35 2.05 1.92 0.35
N 0.19 -0.55 -2.20 -0.64
C -0.81 2.25 1.02 -0.90
C 1.15 -0.15 -1.16 -0.43
H -1.13 -4.88 2.15 0.32
H -0.74 -0.50 -1.82 0.25
H 0.39 -1.52 -2.47 0.22
H -0.11 0.26 1.13 0.20
H -1.01 -3.59 1.31 0.32
C 0.74 1.17 -0.52 -0.71
```

Summary:
- SMILES: CNCCN.O
- Charge: 0
- Lowest unoccupied orbital energy: 0.640 eV

## 3
2 unconnected molecules or ions with the total composition C3H12N2O, computed with wB97M-V/def2-TZVPD.

```
18
Properties=species:S:1:pos:R:3:mulliken_charge:R:1
C -0.15 -0.03 -1.45 -0.71
H -2.06 0.29 0.35 0.26
H -1.54 0.07 2.76 0.32
H 0.67 -0.70 0.29 0.27
H -0.40 -1.16 2.46 0.31
C -1.33 -0.74 2.07 -1.09
C -1.36 -0.51 0.56 -0.37
H -1.08 0.27 -1.94 0.30
H 3.06 1.86 0.87 0.30
H -1.62 -1.45 0.04 0.33
H 2.21 1.07 -0.09 0.38
N -0.06 -0.06 0.01 -0.38
H -1.95 -1.63 2.23 0.33
H 0.03 -1.10 -1.65 0.46
H 0.49 1.72 -2.29 0.21
O 2.81 0.96 0.67 -0.66
H 1.40 0.30 -2.79 0.19
N 0.88 0.82 -2.11 -0.46
```

Summary:
- SMILES: CCNCN.O
- Charge: 0
- Lowest unoccupied orbital energy: 1.005 eV

According to the calculations, the structures order from most to least stable as 1, 2, 3.

## 1
2 unconnected molecules or ions with the total composition C3H12N2O, computed with wB97M-V/def2-TZVPD.

```
18
Properties=species:S:1:pos:R:3:mulliken_charge:R:1
H 0.00 -2.52 0.97 0.35
H -1.41 2.77 -0.92 0.33
H -0.14 4.97 -0.55 0.28
H -0.59 4.30 1.04 0.26
C -0.04 4.11 0.10 -0.21
N -1.13 -3.13 -0.76 -0.63
H 0.82 -2.64 -0.68 0.34
H 0.37 2.42 -1.15 0.28
N 0.52 -4.44 0.45 -0.66
H -1.81 -3.61 -0.18 0.23
H -0.89 -3.80 -1.48 0.26
H 1.63 4.68 1.09 0.29
H -0.40 2.10 0.41 0.23
O 1.36 4.03 0.43 -0.53
H 1.51 -4.51 0.24 0.23
H 0.54 -4.44 1.47 0.24
C -0.42 2.74 -0.48 -0.92
C 0.08 -3.03 0.01 -0.36
```

Summary:
- SMILES: CCO.NCN
- Charge: 0
- Lowest unoccupied orbital energy: 0.987 eV

## 2
3 unconnected molecules or ions with the total composition C3H12N2O, computed with wB97M-V/def2-TZVPD.

```
18
Properties=species:S:1:pos:R:3:mulliken_charge:R:1
H -0.70 1.29 -0.68 0.23
H -0.39 0.46 0.76 0.21
H 0.96 1.34 -3.50 0.21
C 2.84 -3.43 0.78 -0.51
O -2.63 2.70 0.86 -0.54
H -2.68 0.49 0.41 0.28
H 1.16 -2.80 1.93 0.21
H -2.16 3.39 0.22 0.32
H 1.35 0.53 -2.09 0.22
N 1.11 0.42 -3.07 -0.62
H -2.09 1.07 2.02 0.19
H 1.10 -2.18 0.09 0.14
H 1.70 -0.02 -3.68 0.19
H 3.36 -3.80 1.64 0.23
C -2.14 1.34 0.87 -0.16
C 1.66 -2.76 0.95 -0.34
N -0.81 1.22 0.30 -0.52
H 3.17 -3.78 -0.17 0.25
```

Summary:
- SMILES: C=C.NCO.N
- Charge: 0
- Lowest unoccupied orbital energy: 0.746 eV

According to the calculations, the structures order from most to least stable as 1, 2.

## 1
2 unconnected molecules or ions with the total composition C3H12N2O, computed with wB97M-V/def2-TZVPD.

```
18
Properties=species:S:1:pos:R:3:mulliken_charge:R:1
H 1.44 0.19 1.45 0.40
O -2.16 2.38 -0.56 -0.63
H -0.55 -1.47 2.77 0.17
N 1.08 -0.37 -1.06 -0.19
H 0.75 -2.07 0.22 0.33
H -0.70 0.25 -1.95 0.21
H 0.86 0.85 -2.69 0.28
C 0.47 -0.30 1.37 -0.29
H 2.07 -0.42 -1.18 0.18
H -0.28 0.49 1.38 0.06
H -2.36 1.79 0.15 0.31
H -1.93 3.23 -0.11 0.32
H 0.25 -0.81 -2.97 0.27
N 0.37 -1.23 2.48 -0.52
C 0.40 -1.05 0.00 -0.65
C 0.31 0.02 -2.25 -0.74
H -0.66 -1.16 -0.23 0.31
H 0.96 -1.04 3.26 0.18
```

Summary:
- SMILES: CNCCN.O
- Charge: 0
- Lowest unoccupied orbital energy: 0.792 eV

## 2
2 unconnected molecules or ions with the total composition C3H12N2O, computed with wB97M-V/def2-TZVPD.

```
18
Properties=species:S:1:pos:R:3:mulliken_charge:R:1
H 2.09 -1.99 0.31 0.30
H 1.24 2.51 -1.35 0.28
N -0.06 -2.73 0.17 -0.61
H 0.40 -3.70 0.25 0.23
H -1.55 2.06 1.68 0.32
H -0.85 -2.57 0.84 0.24
C 0.96 -1.68 0.32 -0.43
O -2.48 2.22 1.59 -0.66
H 0.58 1.32 -2.37 0.37
C 0.92 -0.63 -0.70 -0.47
N 0.54 0.74 -0.28 -0.29
H -0.55 2.15 -1.31 0.25
H 0.98 -1.15 1.32 0.22
H 2.02 -0.63 -1.16 0.18
H 0.24 -0.79 -1.61 0.39
H -3.11 1.58 2.12 0.32
H 1.34 1.10 0.25 0.23
C 0.41 1.70 -1.43 -0.89
```

Summary:
- SMILES: CNCCN.O
- Charge: 0
- Lowest unoccupied orbital energy: 0.890 eV

According to the calculations, the structures order from most to least stable as 1, 2.